one) 9
Properties=species:S:1:pos:R:3:mulliken_charge:R:1 method="wB97M-V/def2-TZVPD" smiles="C/C=P/OCl" homo_ev="-8.6 / -8.6"
C 1.43 -0.09 0.01 -1.04
C -0.02 0.03 -0.16 0.00
P -1.13 -1.23 0.33 0.11
O -2.54 -0.48 0.51 -0.25
Cl -2.91 0.94 -0.52 -0.01
H 1.57 0.56 0.87 0.32
H 2.12 0.31 -0.74 0.29
H 1.84 -1.00 0.49 0.32
H -0.35 0.95 -0.79 0.25

=====

two) 9
Properties=species:S:1:pos:R:3:mulliken_charge:R:1 method="wB97M-V/def2-TZVPD" homo_ev=-9.4
C -0.43 1.64 0.73 0.14
C 0.82 -1.41 -0.20 -0.60
O -0.34 1.31 1.90 -0.42
P 0.01 0.85 -0.87 0.04
Cl -0.49 -2.33 -1.08 -0.17
H -0.95 2.73 0.51 0.24
H 0.96 -1.64 0.81 0.35
H 1.71 -1.45 -0.70 0.33
H -1.29 0.31 -1.10 0.09

=====

Which one is most stable, and which one is least stable? one) is the most stable of them, while two) is the least stable.

=====

one) 9
Properties=species:S:1:pos:R:3:mulliken_charge:R:1 method="wB97M-V/def2-TZVPD" smiles="C=CP(O)Cl" homo_ev=-9.8
C -0.29 1.59 0.56 -0.44
C -0.25 0.25 0.53 -0.07
P -0.40 -0.58 -1.10 0.33
O -0.32 -2.19 -0.95 -0.40
Cl 2.12 -0.33 -1.36 -0.41
H -0.36 2.32 1.47 0.22
H -0.19 2.04 -0.38 0.23
H -0.34 -0.54 1.35 0.19
H 0.02 -2.56 -0.11 0.34

=====

two) 9
Properties=species:S:1:pos:R:3:mulliken_charge:R:1 method="wB97M-V/def2-TZVPD" homo_ev="-7.4 / -6.5"
C -0.09 -0.56 -1.32 -0.85
C 0.95 -0.40 -0.31 -0.32
O -0.92 2.27 2.88 -0.37
P -0.86 0.79 2.68 0.42
Cl 0.76 0.75 1.01 -0.07
H -0.33 0.51 -1.84 0.21
H 0.09 -1.33 -2.09 0.29
H -1.02 -0.79 -0.96 0.31
H 1.42 -1.26 -0.06 0.38

=====

three) 9
Properties=species:S:1:pos:R:3:mulliken_charge:R:1 method="wB97M-V/def2-TZVPD" homo_ev=-9.6
C -0.70 -0.26 0.68 -0.23
C -0.39 0.18 -0.76 -0.58
O 0.57 -0.88 0.95 -0.29
P 1.31 -0.71 -0.50 0.35
Cl 2.79 1.02 -0.19 -0.33
H -0.84 0.58 1.23 0.21
H -1.38 -0.94 1.02 0.30
H -0.94 -0.28 -1.62 0.29
H -0.42 1.27 -0.81 0.28

=====

Which one is most stable, and which one is least stable? three) is the most stable of them, while two) is the least stable.